1.
{
  "formula": "C8H7Cl3N2S",
  "method": "wB97M-V/def2-TZVPD",
  "symbols": ["C", "C", "C", "C", "C", "C", "C", "C", "N", "N", "S", "Cl", "Cl", "Cl", "H", "H", "H", "H", "H", "H", "H"],
  "positions_angstrom": [[-2.052, -0.353, -0.210], [-1.731, -0.251, -1.556], [-1.079, -0.127, 0.765], [-0.529, 0.206, -2.016], [0.158, 0.229, 0.291], [0.444, 0.531, -1.051], [2.463, -0.068, 1.170], [2.994, -0.454, -0.065], [1.120, 0.217, 1.315], [1.961, 2.921, -0.529], [1.634, 1.750, -1.556], [2.203, -2.076, -0.605], [4.734, -0.674, 0.043], [0.943, 3.410, 0.732], [-3.087, -0.671, 0.000], [-2.465, -0.462, -2.281], [-1.166, -0.051, 1.775], [-0.128, 0.697, -2.989], [3.053, -0.229, 2.119], [2.798, 0.240, -0.952], [0.876, 0.679, 2.244]],
  "forces_ev_per_a": [[-0.382, -0.436, 0.937], [0.001, -0.167, -0.920], [-1.264, 0.183, -4.135], [2.653, 2.422, -0.203], [1.702, 0.235, 0.873], [-0.859, 0.497, 0.822], [-0.798, 0.833, 2.567], [0.682, -0.517, -1.999], [1.385, 1.286, 1.348], [0.628, 0.151, 0.441], [-0.667, -0.136, -0.837], [0.222, 0.044, -0.145], [0.260, -0.084, -0.033], [-0.329, -0.319, -0.109], [0.686, 0.308, 0.258], [-0.974, -0.275, -0.609], [-0.906, -0.511, 2.723], [-1.901, -1.614, 0.885], [-0.833, 0.433, -1.301], [0.457, -1.187, 1.304], [0.236, -1.145, -1.866]],
  "relative_energy_kcal_mol": 9.2,
  "homo_lumo_gap_ev": [7.552, 5.924],
  "lumo_ev": [-0.50, -1.18],
  "total_energy_ev": -59787.1622
}



2.
{
  "formula": "C8H7Cl4NO2",
  "method": "wB97M-V/def2-TZVPD",
  "symbols": ["Cl", "C", "C", "Cl", "C", "O", "C", "O", "C", "Cl", "C", "Cl", "C", "N", "C", "H", "H", "H", "H", "H", "H", "H"],
  "positions_angstrom": [[-1.077, 1.323, 1.470], [-0.244, -0.178, 1.407], [-0.939, -1.367, 1.562], [-2.634, -1.426, 1.695], [-0.303, -2.685, 1.701], [-0.910, -3.740, 1.812], [1.253, -2.692, 1.762], [1.859, -3.747, 1.812], [1.891, -1.377, 1.704], [3.590, -1.433, 1.831], [1.186, -0.195, 1.568], [2.018, 1.302, 1.650], [-0.625, 0.612, -2.639], [-0.707, 1.294, -1.379], [-0.314, 2.678, -1.477], [-1.074, -0.379, -2.565], [-1.131, 1.174, -3.438], [0.430, 0.506, -2.923], [-1.658, 1.229, -1.012], [-0.549, 3.201, -0.554], [0.765, 2.737, -1.668], [-0.827, 3.162, -2.320]],
  "forces_ev_per_a": [[0.104, -0.405, 0.432], [-1.917, -1.700, 1.181], [0.108, 1.551, -0.440], [-0.322, 0.235, -0.150], [0.131, -1.695, 0.313], [0.814, 1.776, -0.227], [-0.189, -1.328, -0.404], [-0.762, 1.345, 0.050], [-0.187, 1.562, -0.119], [0.160, 0.255, 0.045], [1.997, -1.305, 0.074], [-0.073, -0.194, -0.187], [0.192, -0.048, -0.479], [-0.391, -0.375, 0.561], [0.091, 0.026, -0.359], [0.072, 0.003, -0.027], [-0.006, -0.126, -0.165], [-0.186, -0.068, -0.027], [0.376, 0.054, -0.236], [0.087, 0.094, -0.007], [-0.145, 0.064, 0.101], [0.046, 0.280, 0.072]],
  "homo_lumo_gap_ev": 6.609,
  "lumo_ev": -2.50,
  "total_energy_ev": -64082.1607
}